Entry 1:
This record from OMol25 describes a molecular structure, C33H30MoN4OP2S. The level of theory is wB97M-V/def2-TZVPD.

Values from the calculation:
Charge ... +2
HOMO level (alpha / beta) ... -0.50130 / -0.51301 hartree
Gap between HOMO and LUMO (alpha / beta) ... 6.90 / 7.00 eV
Multiplicity ... 3
LUMO (alpha / beta) ... -6.74 / -6.95 eV
Molecular weight ... 688.585 u
Relative energy (zero: lowest compared OMol25 entry of this formula, charge and spin) ... 0.512 eV

The geometry in XYZ format:
```
72
C33H30MoN4OP2S, DFT wB97M-V/def2-TZVPD
Mo -0.1394 0.4221 1.0826
N -0.4987 -3.4913 -0.9349
C -0.2119 -2.4580 -0.1264
S -0.3889 -0.8678 -0.8693
N 0.1929 -2.7213 1.0791
N 0.4732 -1.5970 1.8427
C 0.9647 -1.8808 2.9949
C 1.3629 -0.9207 4.0249
C 1.5694 -1.4251 5.3124
C 1.9195 -0.5928 6.3643
C 2.0777 0.7670 6.1433
C 1.9014 1.2975 4.8699
C 1.5613 0.4467 3.8426
O 1.3926 1.0221 2.5651
H -0.7741 -3.3526 -1.8901
H -0.3599 -4.4289 -0.5947
H 1.0852 -2.9352 3.2310
H 1.4448 -2.4877 5.4799
H 2.0671 -1.0059 7.3521
H 2.3460 1.4222 6.9611
H 2.0281 2.3541 4.6741
C -0.2273 3.2684 -0.2460
N -0.7979 2.0926 0.4123
P 2.3002 0.8148 1.1321
C 3.2194 2.3187 0.9090
C 3.3347 2.8170 -0.3876
C 4.1311 3.9272 -0.6274
C 4.7928 4.5405 0.4257
C 4.6758 4.0465 1.7211
C 3.8978 2.9299 1.9671
C 3.4306 -0.5367 1.3500
C 3.4237 -1.5213 0.3621
C 4.3351 -2.5648 0.4335
C 5.2238 -2.6341 1.4950
C 5.2252 -1.6553 2.4852
C 4.3404 -0.5955 2.4103
P -2.5576 2.0692 0.5172
C -2.8720 3.3218 1.7846
C -4.1830 3.7933 1.8452
C -4.5452 4.7313 2.8015
C -3.5932 5.2220 3.6815
C -2.2781 4.7751 3.6135
C -1.9193 3.8244 2.6733
C -2.5549 0.4909 1.4946
C -1.9798 0.4338 2.7800
C -2.1184 -0.7174 3.5664
C -2.7932 -1.8133 3.0652
C -3.3510 -1.7722 1.7852
C -3.2389 -0.6358 1.0083
H 0.8293 3.3579 -0.0095
H -0.7453 4.1695 0.0865
H -0.3572 3.1714 -1.3258
H 2.8196 2.3390 -1.2141
H 4.2308 4.3141 -1.6321
H 5.4080 5.4106 0.2389
H 5.1987 4.5315 2.5341
H 3.8211 2.5452 2.9768
H 2.7142 -1.4809 -0.4568
H 4.3460 -3.3250 -0.3355
H 5.9285 -3.4529 1.5537
H 5.9270 -1.7142 3.3061
H 4.3656 0.1737 3.1724
H -4.9251 3.4344 1.1406
H -5.5641 5.0903 2.8476
H -3.8704 5.9643 4.4180
H -1.5365 5.1749 4.2923
H -0.8887 3.4866 2.6256
H -1.6229 1.3483 3.2485
H -1.7201 -0.7285 4.5727
H -2.9140 -2.6993 3.6744
H -3.8936 -2.6283 1.4067
H -3.6866 -0.6034 0.0228
```

---

Entry 2:
This record from OMol25 describes a molecular structure, C33H30N6O2S5Ta. The level of theory is wB97M-V/def2-TZVPD.

Values from the calculation:
Charge ... +1
HOMO level ... -0.36802 hartree
Gap between HOMO and LUMO ... 6.15 eV
Multiplicity ... 1
LUMO ... -3.86 eV
Molecular weight ... 883.926 u
Relative energy (zero: lowest compared OMol25 entry of this formula, charge and spin) ... 0.000 eV

The geometry in XYZ format:
```
77
C33H30N6O2S5Ta, DFT wB97M-V/def2-TZVPD
Ta -0.2151 1.0250 0.1174
C -5.8220 -0.0822 -4.4303
C -4.6166 -0.1493 -3.5316
C -4.3671 -1.2355 -2.7235
C -3.2473 -1.3102 -1.8731
C -3.2175 -2.3792 -0.9385
N -2.3263 -2.6231 -0.0308
C -2.6017 -3.5651 1.0655
C -1.4681 -4.5087 1.4512
C -0.3883 -3.9156 2.3563
N 0.5128 -3.0517 1.6087
C 1.6582 -3.4057 1.1279
C 2.4645 -2.6099 0.2738
C 3.7399 -3.0995 -0.0657
C 4.5909 -2.4267 -0.9105
C 5.9554 -2.9513 -1.2665
C 4.1157 -1.2282 -1.4455
C 2.8667 -0.6996 -1.1480
C 2.4992 0.5373 -1.7946
N 1.4773 1.2846 -1.6069
C 1.4862 2.4841 -2.4800
C 1.0563 3.7315 -1.7320
C -0.4607 3.8101 -1.6595
N -1.0374 2.4545 -1.5070
C -1.8912 2.1448 -2.4154
C -2.6360 0.9177 -2.5707
C -3.7370 0.9273 -3.4171
C -2.3143 -0.2410 -1.8327
O -1.2115 -0.3351 -1.1579
C 1.9974 -1.3731 -0.2601
O 0.8178 -0.9298 0.0104
H -6.1615 -1.0783 -4.7097
H -5.6008 0.4662 -5.3452
H -6.6496 0.4249 -3.9312
H -5.0635 -2.0683 -2.7261
H -4.0719 -3.0505 -0.9415
H -1.5363 -1.9762 0.0218
H -3.4539 -4.1610 0.7407
H -2.9226 -2.9653 1.9239
H -1.0096 -4.9469 0.5603
H -1.9300 -5.3331 1.9971
H 0.1979 -4.7103 2.8173
H -0.8383 -3.3152 3.1476
H 0.1920 -2.1005 1.4050
H 2.0165 -4.3951 1.4022
H 4.0556 -4.0449 0.3645
H 6.2013 -3.8357 -0.6814
H 6.7245 -2.2015 -1.0785
H 6.0087 -3.2223 -2.3221
H 4.7509 -0.6780 -2.1337
H 3.2308 0.8595 -2.5384
H 0.8211 2.2943 -3.3268
H 2.4909 2.6175 -2.8809
H 1.4272 4.6147 -2.2522
H 1.5010 3.7266 -0.7362
H -0.8434 4.2424 -2.5859
H -0.7907 4.4316 -0.8308
H -2.1366 2.9072 -3.1550
H -3.9351 1.8275 -3.9911
S -4.0354 -0.6024 2.4729
C -2.7561 0.1156 1.7531
S -1.0710 -0.2123 2.1065
S -2.7757 1.3711 0.5913
S 1.8591 1.0823 1.4866
C 1.7192 2.2576 2.7510
C 2.6116 2.2846 3.8176
C 2.4869 3.2520 4.8022
C 3.4085 3.2521 5.9013
N 4.1611 3.2204 6.7684
C 1.4597 4.2107 4.7183
C 0.5742 4.1820 3.6525
C 0.7020 3.2055 2.6691
S -0.4014 3.1496 1.3306
C 1.3178 5.2179 5.7294
N 1.2032 6.0237 6.5398
H 3.4012 1.5489 3.8879
H -0.2194 4.9145 3.5942
```

---

Entry 3:
This record from OMol25 describes a molecular structure, C33H30N8O5V. The level of theory is wB97M-V/def2-TZVPD.

Values from the calculation:
Charge ... 0
HOMO level (alpha / beta) ... -0.22047 / -0.20885 hartree
Gap between HOMO and LUMO (alpha / beta) ... 5.54 / 5.11 eV
Multiplicity ... 2
LUMO (alpha / beta) ... -0.46 / -0.57 eV
Molecular weight ... 669.598 u

The geometry in XYZ format:
```
77
C33H30N8O5V, DFT wB97M-V/def2-TZVPD
V 0.7203 -1.3686 -0.0543
N 3.3738 0.9478 2.6698
C 2.6727 -0.0690 2.1593
N 2.1858 -0.0947 0.9665
C 2.4199 1.0097 0.0901
N 2.0717 0.9589 -1.1391
N 1.3740 -0.2137 -1.4216
C 1.1417 -0.5794 -2.7103
C 0.2998 -1.6758 -2.8377
C -0.0328 -2.2720 -4.0868
C -0.8873 -3.3181 -4.1212
C -1.4501 -3.8009 -2.9028
C -1.0976 -3.2226 -1.7336
N -0.2128 -2.1763 -1.6444
C 3.0809 2.1996 0.6475
C 3.2143 3.3869 -0.0641
C 3.8506 4.4735 0.5037
C 4.3632 4.3834 1.7981
C 4.2216 3.2184 2.5245
C 3.5684 2.1369 1.9464
H 3.7079 0.8882 3.6162
H 2.5148 -0.9217 2.8096
H 1.5868 -0.0616 -3.5480
H 0.3992 -1.8624 -4.9914
H -1.1543 -3.7775 -5.0655
H -2.1628 -4.6148 -2.8997
H -1.5244 -3.5652 -0.8036
H 2.8093 3.4334 -1.0671
H 3.9444 5.3968 -0.0528
H 4.8705 5.2303 2.2422
H 4.6079 3.1451 3.5360
O -0.2566 2.4795 1.5582
C -1.3379 2.1672 2.3167
C -1.8706 3.1643 3.1269
C -2.9919 2.9028 3.8949
C -3.6003 1.6502 3.8621
C -3.0533 0.6535 3.0740
C -1.9135 0.8918 2.3065
C -1.2445 -0.2061 1.5716
O -0.4792 0.0916 0.5344
N -1.3380 -1.4031 2.0673
N -0.4471 -2.2524 1.3688
C -0.4941 -3.5010 1.6450
C 0.3927 -4.4929 1.0455
C 0.1396 -5.8490 1.2822
C 0.9411 -6.8308 0.7406
C 2.0367 -6.4541 -0.0424
C 2.3180 -5.1254 -0.2817
C 1.5002 -4.1259 0.2458
O 1.7667 -2.8475 0.0166
H -0.1383 1.7529 0.9117
H -1.3974 4.1397 3.1286
H -3.4027 3.6879 4.5184
H -4.4872 1.4552 4.4520
H -3.4911 -0.3360 3.0417
H -1.2440 -3.8297 2.3631
H -0.7192 -6.1190 1.8896
H 0.7242 -7.8759 0.9163
H 2.6738 -7.2163 -0.4746
H 3.1608 -4.8265 -0.8918
O -3.0499 -0.0533 -3.6857
C -2.4903 0.4872 -2.7664
O -2.2550 -0.1660 -1.6231
C -2.0487 1.9395 -2.8482
N -0.9599 2.2380 -1.9141
C -1.1414 3.6094 -1.4286
C -2.6425 3.6632 -1.1976
C -3.2066 2.8758 -2.3913
H -1.7986 2.1152 -3.8937
H -0.0416 2.0667 -2.3025
H -1.7003 0.3989 -1.0458
H -0.8489 4.3630 -2.1761
H -0.5584 3.7780 -0.5254
H -3.0163 4.6870 -1.1703
H -2.8958 3.1825 -0.2499
H -3.4747 3.5545 -3.1993
H -4.0955 2.3009 -2.1359
```

---

Entry 4:
This record from OMol25 describes a molecular structure, C33H30NP2ReS. The level of theory is wB97M-V/def2-TZVPD.

Values from the calculation:
Charge ... +3
HOMO level (alpha / beta) ... -0.63263 / -0.63439 hartree
Gap between HOMO and LUMO (alpha / beta) ... 7.46 / 6.25 eV
Multiplicity ... 2
LUMO (alpha / beta) ... -9.75 / -11.02 eV
Molecular weight ... 720.832 u
Relative energy (zero: lowest compared OMol25 entry of this formula, charge and spin) ... 0.000 eV

The geometry in XYZ format:
```
68
C33H30NP2ReS, DFT wB97M-V/def2-TZVPD
Re -0.8218 1.5362 -0.1902
C -2.4741 3.1038 -0.8677
C -2.7456 2.5324 0.4178
C -1.8349 2.7326 1.4888
C -0.5840 3.3125 1.2288
C -0.2131 3.6423 -0.1060
C -1.2144 3.6123 -1.1490
H -3.2206 3.0323 -1.6504
H -3.6948 2.0572 0.6162
H -2.0816 2.3737 2.4792
H 0.1474 3.3899 2.0247
H 0.7633 4.0555 -0.3151
H -0.9724 3.9727 -2.1402
C 0.6029 -1.5753 1.0100
C 1.3002 -1.8673 -0.3188
P 0.4133 -1.3077 -1.7940
C 0.9024 -2.0635 -3.2846
C 2.2457 -2.4422 -3.4540
C 2.6375 -2.9834 -4.6607
C 1.7055 -3.1438 -5.6852
C 0.3782 -2.7656 -5.5159
C -0.0354 -2.2171 -4.3163
C -1.3417 -1.3414 -1.4538
C -2.1447 -0.1915 -1.5668
C -3.5020 -0.2754 -1.2414
C -4.0454 -1.4708 -0.7997
C -3.2442 -2.6046 -0.7023
C -1.8921 -2.5444 -1.0227
P 0.4634 0.2102 1.4243
C -0.3666 0.2211 3.0186
C 0.1570 0.8943 4.1191
C -0.5671 0.9348 5.3052
C -1.8046 0.3143 5.3901
C -2.3334 -0.3531 4.2885
C -1.6213 -0.3943 3.1022
C 2.1800 0.7178 1.6414
C 2.7285 1.7993 0.9529
C 4.0510 2.1659 1.1578
C 4.8339 1.4533 2.0548
C 4.2956 0.3749 2.7491
C 2.9762 0.0074 2.5480
H 1.1828 -2.0452 1.8065
H -0.3902 -2.0221 1.0500
H 1.4141 -2.9476 -0.4648
H 2.3105 -1.4463 -0.3478
H 2.9713 -2.3206 -2.6582
H 3.6647 -3.2860 -4.8093
H 2.0211 -3.5723 -6.6275
H -0.3323 -2.9000 -6.3196
H -1.0685 -1.9203 -4.1833
H -1.8129 0.6574 -2.1726
H -4.1454 0.5834 -1.3864
H -5.0993 -1.5327 -0.5632
H -3.6749 -3.5452 -0.3838
H -1.2853 -3.4394 -0.9407
H 1.1271 1.3725 4.0658
H -0.1567 1.4456 6.1657
H -2.3600 0.3441 6.3179
H -3.2941 -0.8446 4.3637
H -2.0402 -0.9165 2.2453
H 2.1303 2.3623 0.2493
H 4.4687 3.0073 0.6217
H 5.8640 1.7401 2.2187
H 4.9038 -0.1755 3.4542
H 2.5698 -0.8174 3.1228
S 0.8539 0.8105 -1.8004
C 0.2710 1.1374 -3.3746
N -0.1197 1.3655 -4.4322
```

---

Entry 5:
This record from OMol25 describes a molecular structure, C33H31AsBrIN5O7STi. The level of theory is wB97M-V/def2-TZVPD.

Values from the calculation:
Charge ... -1
HOMO level ... -0.10442 hartree
Gap between HOMO and LUMO ... 4.13 eV
Multiplicity ... 1
LUMO ... 1.29 eV
Molecular weight ... 971.303 u
Relative energy (zero: lowest compared OMol25 entry of this formula, charge and spin) ... 1.818 eV

The geometry in XYZ format:
```
81
C33H31AsBrIN5O7STi, DFT wB97M-V/def2-TZVPD
Ti -0.4782 0.2461 0.2171
Br -7.2909 1.2801 2.4857
C -5.4335 1.3492 2.0856
C -4.5420 1.8006 3.0649
C -3.1992 1.8483 2.7819
C -2.7216 1.4477 1.5318
O -1.4343 1.4754 1.2740
C -3.6269 1.0106 0.5456
C -3.1859 0.6988 -0.7796
N -1.9614 0.7616 -1.1820
C -1.7434 0.7863 -2.5907
C -2.4169 -0.0257 -3.4613
C -2.2225 0.0698 -4.8570
C -1.3295 0.9624 -5.3703
C -0.6309 1.8307 -4.4949
C 0.2947 2.7981 -4.9532
C 0.8662 3.6535 -4.0627
C 0.4760 3.5765 -2.7034
N -0.3595 2.6894 -2.2448
C -0.8688 1.7773 -3.1075
C -4.9964 0.9636 0.8491
H -4.9095 2.0978 4.0369
H -2.4844 2.1708 3.5253
H -3.9621 0.5713 -1.5309
H -3.0853 -0.7860 -3.0761
H -2.7723 -0.5946 -5.5113
H -1.1546 1.0305 -6.4371
H 0.5286 2.8442 -6.0105
H 1.5897 4.3951 -4.3718
H 0.8876 4.2727 -1.9823
H -5.6996 0.6271 0.0978
C 2.1069 3.5373 3.3430
C 0.9857 2.8001 2.9299
N 1.0317 1.5175 2.6646
C 2.2112 0.8773 2.7659
C 3.3775 1.5071 3.2217
C 3.2978 2.8802 3.5027
C 4.5765 0.7361 3.3989
C 4.5748 -0.5885 3.1469
C 3.4059 -1.2512 2.6404
C 3.3901 -2.6272 2.3440
C 2.2521 -3.1835 1.8319
C 1.1619 -2.3438 1.5517
N 1.1516 -1.0517 1.8035
C 2.2455 -0.5198 2.3918
H 2.0172 4.5979 3.5369
H 0.0190 3.2784 2.8034
H 4.1843 3.4063 3.8386
H 5.4708 1.2365 3.7500
H 5.4711 -1.1788 3.2967
H 4.2715 -3.2272 2.5386
H 2.1601 -4.2434 1.6439
H 0.2567 -2.7498 1.1181
C 2.6390 -2.6409 -1.9021
As 0.8145 -2.1101 -2.0956
C 0.4191 -1.7330 -3.9308
C -0.0376 -3.8213 -1.8580
O -0.0807 -1.2537 -0.9534
H 2.7223 -3.5275 -2.5340
H 2.8289 -2.8987 -0.8635
H 3.3071 -1.8494 -2.2150
H 0.9509 -2.4761 -4.5252
H 0.7466 -0.7276 -4.1816
H -0.6509 -1.8412 -4.0822
H 0.2543 -4.5137 -2.6486
H -1.1170 -3.6781 -1.8654
H 0.2462 -4.2343 -0.8898
O 3.1027 1.9520 -1.2628
S 2.4256 0.6989 -1.0476
O 3.1861 -0.3015 -0.3205
O 1.1633 1.0434 -0.1502
O 1.8483 0.1310 -2.2948
N -1.2911 -0.7325 3.4534
C -1.8851 -1.4347 2.4083
O -1.5367 -1.0895 1.1599
C -2.7602 -2.4228 2.6158
I -0.8210 -4.8220 3.2112
H -0.5414 -0.0967 3.2364
H -1.2817 -1.1849 4.3491
H -3.2191 -2.8945 1.7616
H -3.1855 -2.5799 3.5943
```

---

Entry 6:
This record from OMol25 describes a molecular structure, C33H31AsO6P2SSc. The level of theory is wB97M-V/def2-TZVPD.

Values from the calculation:
Charge ... +1
HOMO level ... -0.42224 hartree
Gap between HOMO and LUMO ... 8.62 eV
Multiplicity ... 1
LUMO ... -2.87 eV
Molecular weight ... 737.498 u

The geometry in XYZ format:
```
75
C33H31AsO6P2SSc, DFT wB97M-V/def2-TZVPD
Sc 0.6068 0.2959 -0.0082
O 3.0314 -0.1311 2.5591
As 3.6645 0.6300 1.1111
O 5.1921 0.2042 0.8124
O 2.5077 0.1433 -0.0630
C 3.4562 2.5273 1.4114
C 4.6838 3.1493 1.5920
C 4.7595 4.5076 1.8831
C 3.6056 5.2571 2.0004
C 2.3671 4.6562 1.8123
C 2.2933 3.3049 1.5162
S 0.6683 2.6958 1.2030
O -0.2937 3.6388 1.6552
O 0.5610 1.3275 1.8221
O 0.5957 2.3738 -0.2631
H 3.7403 -0.6674 2.9407
H 5.5846 2.5548 1.4999
H 5.7273 4.9703 2.0202
H 3.6567 6.3116 2.2341
H 1.4557 5.2310 1.8950
C -2.4303 -2.3865 -1.2211
C -2.5694 -1.0334 -1.9388
P -2.0787 0.3884 -0.8924
C -2.4314 1.8606 -1.8926
C -2.5989 1.8083 -3.2736
C -2.8297 2.9753 -3.9900
C -2.8923 4.1937 -3.3330
C -2.7216 4.2500 -1.9554
C -2.4870 3.0909 -1.2369
C -3.3261 0.4289 0.4283
C -2.9305 0.7137 1.7336
C -3.8722 0.7895 2.7517
C -5.2119 0.5767 2.4703
C -5.6156 0.3013 1.1690
C -4.6796 0.2332 0.1516
C -1.1148 -3.1117 -1.5152
P 0.4217 -2.2278 -1.0323
C 0.5912 -2.4792 0.7669
C -0.2834 -1.7744 1.6053
C -0.1325 -1.8110 2.9878
C 0.8883 -2.5609 3.5420
C 1.7606 -3.2641 2.7169
C 1.6300 -3.2133 1.3396
C 1.7787 -3.1462 -1.7892
C 1.6417 -4.4852 -2.1573
C 2.7187 -5.1672 -2.7005
C 3.9366 -4.5221 -2.8693
C 4.0790 -3.1928 -2.4999
C 3.0022 -2.5005 -1.9663
H -3.2369 -3.0414 -1.5529
H -2.5788 -2.2755 -0.1438
H -3.5944 -0.8760 -2.2765
H -1.9419 -1.0195 -2.8337
H -2.5599 0.8666 -3.8051
H -2.9639 2.9277 -5.0624
H -3.0750 5.1010 -3.8931
H -2.7696 5.1997 -1.4396
H -2.3497 3.1471 -0.1628
H -1.8876 0.9009 1.9651
H -3.5567 1.0225 3.7601
H -5.9470 0.6333 3.2621
H -6.6633 0.1488 0.9471
H -5.0115 0.0435 -0.8618
H -1.0269 -3.2796 -2.5923
H -1.1130 -4.0906 -1.0325
H -1.1443 -1.2464 1.1960
H -0.8181 -1.2590 3.6169
H 1.0106 -2.5987 4.6159
H 2.5571 -3.8525 3.1539
H 2.3300 -3.7438 0.7070
H 0.7023 -5.0052 -2.0226
H 2.6075 -6.2040 -2.9884
H 4.7763 -5.0587 -3.2906
H 5.0278 -2.6892 -2.6265
H 3.1203 -1.4657 -1.6726
```